1.
Molecular formula: C61H54FO5PS2Y
Method: DFT, ωB97M-V/def2-TZVPD

```
! RIJCOSX wB97M-V def2-TZVPD def2/J DEFGRID3
* xyz -1 1
C 0.525 -3.590 -1.933
H 3.416 -3.366 -2.478
C -1.675 0.155 -3.352
H 1.350 -1.211 1.091
H -0.583 6.474 2.494
C 0.001 -0.079 -6.635
C -3.984 -3.319 -1.728
F 7.327 -1.914 2.631
H -2.218 0.918 -2.797
C 0.599 -2.582 -5.624
H -1.694 5.117 0.778
C 2.992 0.285 -3.712
C 4.112 -1.849 -3.834
H 4.531 0.968 -5.732
C -1.452 -1.114 -2.788
C 5.068 -2.513 2.327
H 0.884 2.485 -2.006
H -1.794 0.950 2.176
C 4.866 -0.010 -5.372
C 4.619 -0.042 1.104
C 0.774 -0.955 -7.390
H -7.235 -3.877 -4.330
H -7.806 -4.321 -2.701
P -1.292 2.301 -0.155
H 2.982 -2.900 1.990
H 1.912 0.485 0.846
H -4.547 0.006 -2.203
C 2.272 -1.542 -2.286
C -3.424 2.351 1.680
H 0.883 -3.570 -5.264
C -0.426 -3.436 -2.974
H 1.261 5.520 3.853
C 1.079 -2.207 -6.881
H -2.426 5.832 -3.543
H -0.290 5.538 -4.768
C -4.766 2.286 2.066
S 1.145 -2.142 -0.999
C -0.725 -2.082 -3.523
C -1.046 -4.606 -3.531
C -6.156 -2.950 -2.735
C -3.726 -1.942 -1.729
H -0.918 -8.031 -3.263
C 0.315 -6.002 -2.066
H 6.720 0.325 1.462
H -3.242 -4.019 -1.346
C 0.880 -4.869 -1.490
H 1.363 3.863 -3.978
C -5.411 2.101 -0.244
C -1.980 4.321 -2.070
H 4.881 -2.494 -4.254
H 5.886 0.096 -4.991
H 1.144 -0.656 -8.367
H 1.408 0.441 -2.274
C 0.560 2.815 1.896
C -2.618 -5.729 -5.060
H -8.204 -2.737 -3.370
O 1.437 1.266 -1.210
H 1.694 -2.897 -7.453
C -1.226 -7.048 -3.614
C -5.761 2.171 1.101
C -7.422 -3.502 -3.319
H -2.676 2.404 2.468
H 2.872 1.315 -4.039
C -5.908 -1.572 -2.720
C 2.157 -0.214 -2.710
H -2.915 4.497 -1.548
C -5.182 -3.820 -2.238
H -5.028 2.309 3.120
H -5.343 -4.896 -2.246
C 2.223 -0.581 0.819
C 0.421 3.992 -3.452
C 3.562 -0.948 1.249
C 5.895 -0.371 1.568
H -2.637 -7.878 -5.014
O 1.400 0.365 1.571
H -0.045 -2.634 1.431
H -0.330 0.171 -2.016
C -0.504 4.931 -3.892
H 5.254 -3.467 2.810
H -1.422 1.469 -5.021
O -1.553 -2.501 -0.407
H -0.091 -1.329 2.686
C 1.010 1.467 1.708
C 3.792 -2.187 1.860
C -1.703 5.096 -3.203
O -1.760 0.365 1.379
H 4.458 0.926 0.635
C -1.215 0.477 -4.624
C -4.066 2.158 -0.626
C 3.965 -0.534 -4.293
C -0.486 3.342 1.118
H 1.584 -4.990 -0.669
C -0.481 -0.445 -5.366
S -2.128 -1.310 -1.103
C -0.260 5.449 2.331
H -6.804 2.112 1.399
H -2.668 -0.026 1.319
H -2.417 -3.615 -4.909
C -0.650 -5.888 -3.070
H -6.653 -0.879 -3.108
O 2.068 -2.703 0.048
C 6.106 -1.603 2.177
C -0.503 -1.664 1.712
C -0.884 4.671 1.352
C 1.184 3.600 2.877
H 4.869 -0.693 -6.228
H -0.216 0.905 -7.045
H -3.385 -5.656 -5.827
H 0.616 -6.979 -1.693
Y 0.000 0.000 0.000
H -3.827 2.061 -1.684
C -1.069 3.358 -1.618
C -4.706 -1.068 -2.211
C -2.202 -6.970 -4.605
H 2.330 1.049 -0.840
C 0.139 3.212 -2.328
H -1.603 -1.786 1.797
C 3.276 -2.348 -2.831
H 1.263 2.193 -0.910
C -2.051 -4.568 -4.530
C 0.774 4.914 3.093
H 1.995 3.189 3.477
H -6.184 1.986 -1.000
C -0.207 -1.728 -4.827
C -3.046 2.319 0.324
*
```

Summary:
- E_HOMO (eV) = -2.0
- energy (eV) = -109068.014

---

2.
Molecular formula: C61H55B4O25P
Method: DFT, ωB97M-V/def2-TZVPD

```
! RIJCOSX wB97M-V def2-TZVPD def2/J DEFGRID3
* xyz 0 1
H -15.256 -0.487 8.499
C -4.812 2.006 -2.825
C 16.572 -1.002 1.343
C -9.886 3.037 -0.457
H 6.410 -4.142 -4.214
O 17.287 -0.789 2.297
H -14.890 3.714 11.232
H -1.527 -0.856 1.194
O 1.928 0.087 -2.079
H 15.748 -1.709 -4.418
H -8.947 -0.280 1.466
C -5.025 -0.341 -2.139
H -6.140 4.127 -5.382
H -12.387 6.540 4.386
O -8.390 5.292 -9.060
H 12.226 -4.034 -5.532
C 15.187 -5.101 -4.087
O -3.144 -1.244 -1.021
C 4.125 2.316 2.801
H 4.374 -3.099 0.811
C -11.948 3.198 6.447
H 0.518 -2.065 -1.088
O 1.447 -2.071 2.187
C -12.120 3.143 4.971
H -13.096 3.138 9.608
H -8.393 2.508 -1.860
C 9.664 -1.953 -4.689
C -12.272 5.590 4.893
C -15.224 0.406 9.110
O -12.086 6.709 6.957
C 4.445 3.132 3.998
C 13.225 -4.035 -5.108
C -0.884 -1.070 2.045
C -9.251 0.642 0.986
H -1.166 -2.038 2.457
C -3.442 2.056 -2.254
O -16.981 2.223 11.597
O 3.953 4.227 4.164
H 17.348 -3.018 0.971
O -13.173 0.996 8.128
H -6.553 0.721 -3.148
C -12.284 4.429 4.243
O 0.674 0.935 -0.209
C 14.876 -1.507 -0.915
H -6.188 4.802 -7.783
H 4.616 -2.836 -3.026
C 13.820 -5.138 -4.661
C -7.088 4.691 -7.193
H 4.570 -1.691 -0.781
H -1.656 -3.641 -2.397
H 1.059 -2.938 1.996
O 15.729 -6.107 -3.677
C -13.967 2.514 9.752
H -1.486 -3.177 -0.745
C 3.730 -2.303 -2.725
C 13.906 -2.717 -5.039
H -12.403 4.363 3.170
C -8.317 4.189 -5.131
H 5.611 3.168 5.852
H -1.047 -0.331 2.827
O 2.899 -4.837 -2.885
H 10.580 -1.403 -4.867
C -8.926 2.259 -0.949
C -8.536 0.999 -0.264
C -0.936 -3.579 -1.590
C 4.077 -1.268 -1.643
C -16.110 1.944 10.804
H 3.224 -5.555 -0.533
C 5.392 2.556 4.987
H 15.872 -3.458 -0.989
H 15.572 0.945 1.418
O 6.104 -0.557 3.443
C -11.938 4.365 7.087
O 10.329 -3.549 -6.274
P 2.525 -3.575 -2.254
C 9.483 -3.196 -5.480
B 2.856 -0.417 -1.181
O -7.662 0.286 -0.713
C 0.113 -2.552 -1.975
C -5.559 0.727 -2.724
H -5.554 -1.280 -2.047
H 4.439 0.503 1.753
C -3.662 -0.289 -1.568
H 14.098 0.506 -0.544
H -10.500 4.353 -5.243
O 1.116 -3.103 -2.843
C 4.663 1.113 2.619
B 0.631 -1.103 1.638
O -5.308 2.977 -3.357
C 15.867 -3.785 -4.023
C 8.243 -3.982 -5.263
H -11.834 2.250 6.957
O -11.475 3.382 1.249
O 6.661 -1.982 -2.801
O -12.123 2.081 4.385
C 4.508 -4.096 0.401
H -10.751 1.185 2.387
H -17.053 0.087 10.129
O 2.699 -0.184 0.177
C 5.931 1.353 4.806
H 13.343 -6.110 -4.696
C 8.743 -1.556 -3.815
H -10.187 3.958 -0.939
H -0.035 1.047 -2.292
C -10.601 2.679 0.792
O 13.366 -1.706 -5.433
C -7.061 4.332 -5.912
C -9.598 4.462 -5.832
H -10.543 5.024 -7.643
H -1.923 0.967 -1.242
H 6.622 0.914 5.514
H 8.851 -0.654 -3.226
C -16.182 0.712 9.979
H -0.384 -1.772 -2.543
O 2.333 -3.658 -0.673
O 14.161 -1.720 -1.871
C 7.323 -3.585 -4.390
C -8.367 4.964 -7.894
H 8.136 -4.885 -5.852
C -9.621 4.820 -7.112
H 5.192 -4.041 -0.439
B 1.365 -0.034 0.515
C 3.148 -4.626 0.022
C 14.813 -0.220 -0.180
H -0.505 -4.546 -1.367
C -14.041 1.284 8.926
O -8.304 3.862 -3.964
H -11.808 4.440 8.159
C 15.846 -2.525 -0.440
H -2.912 2.996 -2.343
C -12.099 5.650 6.365
H 2.617 -4.854 0.940
H 3.339 -1.826 -3.617
C 5.610 0.537 3.608
B 0.833 0.722 -1.549
C 15.600 0.014 0.867
C 7.503 -2.340 -3.598
C -14.925 2.822 10.621
C 16.633 -2.291 0.607
H 3.433 2.755 2.092
H 16.862 -3.780 -3.596
C -10.211 1.420 1.478
C 15.273 -2.681 -4.462
C -2.913 0.984 -1.674
H 4.788 -0.566 -2.080
H 4.916 -4.692 1.208
*
```

Summary:
- E_HOMO (eV) = -10.0
- energy (eV) = -127330.554

---

3.
Molecular formula: C61H57AsF3N4O11PPbSSi2
Method: DFT, ωB97M-V/def2-TZVPD

```
! RIJCOSX wB97M-V def2-TZVPD def2/J DEFGRID3
* xyz -2 1
O -0.284 2.697 1.228
F -7.139 2.469 0.559
C -3.773 -1.778 -2.265
H 2.995 0.476 3.422
C -4.788 -1.065 -2.897
C 0.060 -0.398 5.571
C -3.248 3.129 3.782
C -4.123 3.056 4.854
H 2.076 2.629 2.307
H 0.119 5.974 -1.804
As -1.029 -0.384 3.957
C -1.571 -2.833 2.623
O 0.331 8.343 -1.286
O 0.164 3.556 3.721
H -0.572 -1.420 -7.254
C -2.346 0.452 -4.404
C 5.656 2.847 0.625
C -2.363 0.973 4.365
C -0.156 3.379 -1.652
H 5.833 3.923 0.580
C -2.424 -3.864 -3.773
H 6.265 -0.303 0.624
C -2.237 1.046 -5.650
H 4.081 3.719 -1.695
H -3.074 -2.108 5.577
C -4.189 2.568 0.394
C -0.093 4.951 1.907
H 2.917 -1.309 -4.701
H 6.232 2.388 -0.180
F -6.991 1.420 2.435
Si 3.849 -0.646 1.343
H -3.213 0.052 6.118
F -6.281 3.447 2.269
C -6.464 -2.223 -1.610
C 0.713 0.801 5.843
C 0.063 5.674 -0.768
C 3.018 -0.839 -3.734
H -4.149 -4.268 5.101
O 0.340 2.214 -1.549
O -0.086 -0.050 2.687
H 3.826 -2.494 -0.358
C -2.968 2.065 -0.022
C -0.126 3.890 0.902
P -1.958 -1.470 -2.444
H -0.854 -2.424 1.916
S 0.386 -3.520 -0.756
H -7.503 -2.385 -1.353
H -4.813 3.867 5.043
C 4.263 0.428 -2.120
H -4.540 3.536 0.067
H -1.500 0.837 -7.656
C -4.135 -2.712 -1.288
C -0.568 -5.400 -2.436
H 3.827 -1.024 3.836
C 0.267 -1.510 6.375
C -0.715 -4.055 -2.104
H -2.858 -0.842 1.403
C 1.987 -0.887 -2.816
C -1.866 -0.835 -4.173
H 2.196 -1.058 3.161
H -5.093 -0.107 2.259
H 4.222 -3.136 1.232
H -2.605 2.052 -5.779
H -1.237 -7.025 -3.663
C 3.054 3.072 2.133
H 3.697 2.790 2.968
C -2.368 2.087 3.537
H -2.321 2.650 -0.663
C -1.347 -5.975 -3.418
C -5.462 -2.940 -0.972
O -0.610 5.528 4.051
C 4.167 -0.139 -3.374
C 1.565 0.888 6.932
H 0.014 7.036 2.340
C -6.118 -1.286 -2.572
C -1.608 0.370 -6.684
C -0.046 4.349 -0.470
C -2.280 -5.198 -4.083
H 2.940 4.157 2.159
C -2.167 -4.060 2.364
C 3.160 -0.554 3.112
H 2.912 4.548 -0.670
H 2.564 -2.715 0.811
H 4.990 -0.054 -4.076
C -3.100 -4.570 3.254
H -1.863 -4.598 1.476
C -0.009 6.284 1.565
N -2.530 0.858 0.316
C -4.500 0.532 1.621
H 1.269 -2.272 8.112
H -6.890 -0.709 -3.066
H 6.190 -1.404 1.995
C 3.204 0.703 0.202
C 0.091 6.664 0.237
H 2.075 1.817 7.148
H -4.788 1.895 6.533
H -3.251 3.999 3.139
C -3.230 0.905 5.449
C -6.326 2.263 1.623
H -2.775 1.012 -3.587
C 1.759 -0.219 7.748
C -2.823 -2.644 4.669
H -2.909 -5.639 -4.847
H 2.445 3.097 -1.533
O -0.726 3.832 -2.652
C -3.424 -3.864 4.404
H -4.542 -0.332 -3.652
O 0.246 -4.603 0.209
H -1.654 2.115 2.720
C -1.082 -0.892 -6.456
H -3.155 -3.270 -4.307
N 2.087 -0.354 -1.609
O 1.673 -3.465 -1.414
C -1.193 -1.484 -5.208
C 5.762 -0.493 1.573
O 0.221 8.869 0.798
H 1.042 -1.365 -3.035
C -4.976 1.768 1.214
H 5.143 0.983 -1.823
H 6.012 0.328 2.246
H -5.716 -3.666 -0.210
C 3.209 0.268 -1.203
H 0.170 -5.964 -1.884
N 0.222 8.031 -0.105
H -0.744 -2.455 -5.043
H -0.226 -2.446 6.137
N -0.184 4.647 3.300
C -1.638 -3.254 -2.785
H -3.576 -5.523 3.059
C -1.899 -2.121 3.770
C 1.113 -1.414 7.471
C 3.602 -2.411 0.704
Pb 0.528 0.468 0.096
C 3.261 3.567 -0.992
H -3.351 -3.253 -0.770
H 2.423 -0.156 8.601
H 6.067 2.483 1.565
Si 3.769 2.469 0.479
O -0.077 -2.242 -0.178
C -3.261 0.129 1.143
C -4.112 1.946 5.687
H 0.559 1.647 5.180
*
```

Summary:
- E_HOMO (eV) = -2.4
- energy (eV) = -202784.804